Below is a 7-piece molecular cluster, C56H125N8O overall, with properties calculated with the ωB97M-V functional and the def2-TZVPD basis.

Bonds (Å) are listed after each position.
Cartesian coordinates (Å):
1 C 23.489 6.205 -7.376  C2 1.567, H9 1.090, H10 1.090, H11 1.090
2 C 23.880 5.357 -8.634  C1 1.567, N3 1.416, H12 1.090, H13 1.090
3 N 24.542 4.178 -8.210  C2 1.416, C4 1.381, C7 1.382
4 C 25.842 3.997 -7.781  N3 1.381, C5 1.362, H14 1.080
5 C 26.034 2.715 -7.362  C4 1.362, N6 1.406, H15 1.080
6 N 24.827 2.015 -7.537  C5 1.406, C7 1.388, C8 1.477
7 C 23.924 2.959 -8.008  N3 1.382, N6 1.388, H16 1.080
8 C 24.542 0.639 -7.081  N6 1.477, H17 1.090, H18 1.090, H19 1.090
9 H 22.987 7.106 -7.727  C1 1.090
10 H 24.324 6.285 -6.680  C1 1.090
11 H 22.654 5.705 -6.884  C1 1.090
12 H 24.489 5.897 -9.359  C2 1.090
13 H 23.072 5.013 -9.279  C2 1.090
14 H 26.541 4.815 -7.685  C4 1.080
15 H 26.897 2.382 -6.804  C5 1.080
16 H 22.861 2.899 -8.188  C7 1.080
17 H 24.489 -0.095 -7.885  C8 1.090
18 H 23.542 0.783 -6.670  C8 1.090
19 H 25.254 0.251 -6.353  C8 1.090
20 C 23.442 -2.062 -2.696  C21 1.537, H30 1.090, H31 1.090, H32 1.090
21 C 23.296 -1.388 -4.070  C20 1.537, C22 1.510, H33 1.090, H34 1.090
22 C 21.933 -0.807 -4.361  C21 1.510, C23 1.521, H35 1.090, H36 1.090
23 C 20.771 -1.764 -4.581  C22 1.521, N24 1.584, H37 1.090, H38 1.090
24 N 19.368 -1.111 -4.917  C23 1.584, C25 1.572, C28 1.605, C29 1.569
25 C 18.239 -2.190 -5.102  N24 1.572, C26 1.472, H39 1.090, H40 1.090
26 C 17.377 -1.578 -6.126  C25 1.472, C27 1.498, H41 1.090, H42 1.090
27 C 18.224 -0.794 -7.081  C26 1.498, C28 1.526, H43 1.090, H44 1.090
28 C 19.420 -0.277 -6.287  N24 1.605, C27 1.526, H45 1.090, H46 1.090
29 C 19.062 -0.107 -3.750  N24 1.569, H47 1.090, H48 1.090, H49 1.090
30 H 23.153 -1.304 -1.968  C20 1.090
31 H 24.480 -2.314 -2.478  C20 1.090
32 H 22.969 -3.044 -2.706  C20 1.090
33 H 23.395 -2.133 -4.859  C21 1.090
34 H 24.081 -0.663 -4.284  C21 1.090
35 H 21.917 -0.309 -5.330  C22 1.090
36 H 21.666 0.019 -3.700  C22 1.090
37 H 20.663 -2.447 -3.738  C23 1.090
38 H 20.920 -2.455 -5.411  C23 1.090
39 H 17.842 -2.283 -4.091  C25 1.090
40 H 18.716 -3.123 -5.400  C25 1.090
41 H 16.596 -0.987 -5.648  C26 1.090
42 H 16.703 -2.273 -6.628  C26 1.090
43 H 17.604 -0.040 -7.566  C27 1.090
44 H 18.562 -1.408 -7.915  C27 1.090
45 H 19.224 0.764 -6.031  C28 1.090
46 H 20.331 -0.319 -6.883  C28 1.090
47 H 19.773 0.715 -3.663  C29 1.090
48 H 19.083 -0.668 -2.815  C29 1.090
49 H 18.093 0.350 -3.948  C29 1.090
50 C 16.227 11.444 -5.964  C51 1.560, H60 1.090, H61 1.090, H62 1.090
51 C 17.435 12.366 -6.311  C50 1.560, C52 1.582, H63 1.090, H64 1.090
52 C 18.804 12.027 -5.594  C51 1.582, C53 1.592, H65 1.090, H66 1.090
53 C 19.234 10.544 -5.978  C52 1.592, N54 1.605, H67 1.090, H68 1.090
54 N 20.627 10.053 -5.349  C53 1.605, C55 1.536, C58 1.553, C59 1.559
55 C 20.683 10.159 -3.817  N54 1.536, C56 1.543, H69 1.090, H70 1.090
56 C 20.371 8.711 -3.383  C55 1.543, C57 1.556, H71 1.090, H72 1.090
57 C 20.938 7.765 -4.479  C56 1.556, C58 1.528, H73 1.090, H74 1.090
58 C 20.774 8.566 -5.770  N54 1.553, C57 1.528, H75 1.090, H76 1.090
59 C 21.800 10.967 -5.817  N54 1.559, H77 1.090, H78 1.090, H79 1.090
60 H 16.423 10.522 -6.511  C50 1.090
61 H 15.399 11.931 -6.479  C50 1.090
62 H 16.001 11.345 -4.902  C50 1.090
63 H 17.187 13.410 -6.119  C51 1.090
64 H 17.720 12.218 -7.353  C51 1.090
65 H 18.698 12.149 -4.516  C52 1.090
66 H 19.397 12.877 -5.932  C52 1.090
67 H 19.492 10.333 -7.016  C53 1.090
68 H 18.565 9.801 -5.544  C53 1.090
69 H 21.619 10.509 -3.380  C55 1.090
70 H 19.922 10.880 -3.520  C55 1.090
71 H 20.815 8.452 -2.422  C56 1.090
72 H 19.304 8.488 -3.381  C56 1.090
73 H 22.000 7.589 -4.305  C57 1.090
74 H 20.481 6.777 -4.536  C57 1.090
75 H 21.551 8.464 -6.527  C58 1.090
76 H 19.952 8.123 -6.332  C58 1.090
77 H 22.746 10.631 -5.391  C59 1.090
78 H 21.566 11.930 -5.363  C59 1.090
79 H 21.746 11.093 -6.898  C59 1.090
80 C 26.674 -0.022 -3.275  C81 1.523, H90 1.090, H91 1.090, H92 1.090
81 C 26.605 1.395 -2.721  C80 1.523, C82 1.477, H93 1.090, H94 1.090
82 C 25.387 2.198 -2.951  C81 1.477, C83 1.575, H95 1.090, H96 1.090
83 C 25.512 3.527 -2.115  C82 1.575, N84 1.543, H97 1.090, H98 1.090
84 N 24.393 4.573 -2.308  C83 1.543, C85 1.582, C88 1.561, C89 1.575
85 C 23.035 3.871 -1.899  N84 1.582, C86 1.505, H99 1.090, H100 1.090
86 C 22.181 5.007 -1.404  C85 1.505, C87 1.561, H101 1.090, H102 1.090
87 C 23.209 5.776 -0.517  C86 1.561, C88 1.534, H103 1.090, H104 1.090
88 C 24.530 5.753 -1.296  N84 1.561, C87 1.534, H105 1.090, H106 1.090
89 C 24.340 5.208 -3.748  N84 1.575, H107 1.090, H108 1.090, H109 1.090
90 H 26.221 -0.737 -2.589  C80 1.090
91 H 27.681 -0.419 -3.403  C80 1.090
92 H 26.199 -0.131 -4.250  C80 1.090
93 H 27.454 1.978 -3.076  C81 1.090
94 H 26.762 1.260 -1.651  C81 1.090
95 H 24.456 1.690 -2.698  C82 1.090
96 H 25.179 2.487 -3.981  C82 1.090
97 H 26.425 4.070 -2.359  C83 1.090
98 H 25.473 3.303 -1.049  C83 1.090
99 H 22.609 3.404 -2.787  C85 1.090
100 H 23.158 3.176 -1.069  C85 1.090
101 H 21.881 5.638 -2.241  C86 1.090
102 H 21.313 4.800 -0.778  C86 1.090
103 H 22.897 6.810 -0.369  C87 1.090
104 H 23.353 5.309 0.458  C87 1.090
105 H 24.557 6.672 -1.881  C88 1.090
106 H 25.471 5.637 -0.757  C88 1.090
107 H 23.779 6.142 -3.791  C89 1.090
108 H 23.764 4.520 -4.367  C89 1.090
109 H 25.325 5.349 -4.191  C89 1.090
110 C 20.269 12.514 -11.639  C111 1.509, H120 1.090, H121 1.090, H122 1.090
111 C 21.777 12.535 -11.684  C110 1.509, C112 1.529, H123 1.090, H124 1.090
112 C 22.385 11.398 -10.863  C111 1.529, C113 1.550, H125 1.090, H126 1.090
113 C 23.896 11.664 -10.646  C112 1.550, N114 1.566, H127 1.090, H128 1.090
114 N 24.639 10.568 -9.810  C113 1.566, C115 1.540, C118 1.591, C119 1.581
115 C 24.415 10.649 -8.289  N114 1.540, C116 1.549, H129 1.090, H130 1.090
116 C 25.615 9.908 -7.650  C115 1.549, C117 1.538, H131 1.090, H132 1.090
117 C 26.835 10.252 -8.523  C116 1.538, C118 1.545, H133 1.090, H134 1.090
118 C 26.200 10.878 -9.785  N114 1.591, C117 1.545, H135 1.090, H136 1.090
119 C 24.373 9.079 -10.273  N114 1.581, H137 1.090, H138 1.090, H139 1.090
120 H 19.727 13.358 -12.066  C110 1.090
121 H 19.911 12.446 -10.612  C110 1.090
122 H 19.811 11.577 -11.957  C110 1.090
123 H 22.147 13.503 -11.345  C111 1.090
124 H 22.101 12.488 -12.723  C111 1.090
125 H 22.403 10.460 -11.419  C112 1.090
126 H 21.908 11.205 -9.902  C112 1.090
127 H 24.032 12.642 -10.183  C113 1.090
128 H 24.390 11.745 -11.614  C113 1.090
129 H 23.470 10.197 -7.987  C115 1.090
130 H 24.357 11.718 -8.085  C115 1.090
131 H 25.361 8.858 -7.510  C116 1.090
132 H 25.744 10.208 -6.610  C116 1.090
133 H 27.525 9.435 -8.730  C117 1.090
134 H 27.451 11.086 -8.186  C117 1.090
135 H 26.569 10.334 -10.654  C118 1.090
136 H 26.317 11.960 -9.844  C118 1.090
137 H 24.807 8.948 -11.265  C119 1.090
138 H 23.284 9.040 -10.248  C119 1.090
139 H 24.663 8.291 -9.579  C119 1.090
140 C 20.291 0.464 -10.276  C141 1.515, H150 1.090, H151 1.090, H152 1.090
141 C 20.078 1.959 -10.162  C140 1.515, C142 1.513, H153 1.090, H154 1.090
142 C 19.257 2.369 -8.960  C141 1.513, C143 1.556, H155 1.090, H156 1.090
143 C 19.129 3.917 -8.860  C142 1.556, N144 1.592, H157 1.090, H158 1.090
144 N 17.795 4.430 -8.158  C143 1.592, C145 1.583, C148 1.588, C149 1.614
145 C 17.429 3.634 -6.841  N144 1.583, C146 1.458, H159 1.090, H160 1.090
146 C 15.995 3.850 -6.696  C145 1.458, C147 1.509, H161 1.090, H162 1.090
147 C 15.347 3.953 -8.054  C146 1.509, C148 1.578, H163 1.090, H164 1.090
148 C 16.515 4.237 -9.078  N144 1.588, C147 1.578, H165 1.090, H166 1.090
149 C 18.028 5.978 -7.764  N144 1.614, H167 1.090, H168 1.090, H169 1.090
150 H 20.775 0.052 -11.162  C140 1.090
151 H 19.303 0.016 -10.173  C140 1.090
152 H 20.800 -0.042 -9.456  C140 1.090
153 H 19.742 2.332 -11.130  C141 1.090
154 H 20.991 2.556 -10.174  C141 1.090
155 H 19.779 2.057 -8.055  C142 1.090
156 H 18.232 1.997 -8.949  C142 1.090
157 H 18.979 4.235 -9.892  C143 1.090
158 H 19.989 4.477 -8.495  C143 1.090
159 H 18.115 4.009 -6.081  C145 1.090
160 H 17.639 2.574 -6.981  C145 1.090
161 H 15.785 4.711 -6.061  C146 1.090
162 H 15.616 2.980 -6.158  C146 1.090
163 H 14.584 4.726 -8.144  C147 1.090
164 H 14.956 3.023 -8.468  C147 1.090
165 H 16.331 5.175 -9.603  C148 1.090
166 H 16.770 3.402 -9.730  C148 1.090
167 H 17.105 6.341 -7.311  C149 1.090
168 H 18.351 6.591 -8.605  C149 1.090
169 H 18.748 5.885 -6.951  C149 1.090
170 C 26.335 -2.249 -9.807  N171 1.517, H177 1.090, H178 1.090, H179 1.090
171 N 26.160 -1.240 -10.927  C170 1.517, C172 1.562, C173 1.505, C174 1.509
172 C 27.190 -0.098 -10.656  N171 1.562, H180 1.090, H181 1.090, H182 1.090
173 C 26.620 -1.771 -12.257  N171 1.505, H183 1.090, H184 1.090, H185 1.090
174 C 24.710 -0.830 -11.015  N171 1.509, C175 1.507, H186 1.090, H187 1.090
175 C 24.317 0.257 -11.982  C174 1.507, O176 1.420, H188 1.090, H189 1.090
176 O 24.670 1.504 -11.400  C175 1.420, H190 0.960
177 H 25.907 -1.789 -8.917  C170 1.090
178 H 27.391 -2.468 -9.647  C170 1.090
179 H 25.859 -3.164 -10.160  C170 1.090
180 H 28.217 -0.459 -10.608  C172 1.090
181 H 27.047 0.338 -9.668  C172 1.090
182 H 27.035 0.618 -11.463  C172 1.090
183 H 26.659 -0.883 -12.888  C173 1.090
184 H 25.908 -2.492 -12.659  C173 1.090
185 H 27.616 -2.211 -12.206  C173 1.090
186 H 24.352 -0.594 -10.013  C174 1.090
187 H 24.164 -1.745 -11.247  C174 1.090
188 H 23.228 0.232 -12.024  C175 1.090
189 H 24.781 0.125 -12.959  C175 1.090
190 H 24.046 2.159 -11.723  O176 0.960

Computed properties:
- HOMO-LUMO gap (alpha / beta) (eV) = 4.0458 / 7.8960
- charge = +6
- <S²> = 0.756
- spin multiplicity = 2
- HOMO energy (alpha / beta) (eV) = -15.58 / -19.83

=====

Below is a 11-piece molecular cluster, C28H50Cl16O9 overall, with properties calculated with the ωB97M-V functional and the def2-TZVPD basis.

Bonds (Å) are listed after each position.
Cartesian coordinates (Å):
1 C -4.614 -2.715 6.522  C2 1.603, H8 1.090, H9 1.090, H10 1.090
2 C -5.623 -3.116 7.701  C1 1.603, C3 1.513, O7 1.441, H11 1.090
3 C -5.665 -4.579 8.083  C2 1.513, O4 1.382, H12 1.090, H13 1.090
4 O -5.793 -4.597 9.459  C3 1.382, C5 1.306
5 C -5.450 -3.441 9.958  O4 1.306, O6 1.279, O7 1.358
6 O -5.335 -3.142 11.196  C5 1.279
7 O -5.283 -2.524 8.970  C2 1.441, C5 1.358
8 H -3.614 -3.124 6.663  C1 1.090
9 H -4.606 -1.634 6.378  C1 1.090
10 H -4.801 -3.052 5.502  C1 1.090
11 H -6.620 -2.745 7.462  C2 1.090
12 H -4.717 -5.071 7.866  C3 1.090
13 H -6.485 -5.151 7.649  C3 1.090
14 C -4.955 6.003 0.355  C15 1.485, H21 1.090, H22 1.090, H23 1.090
15 C -5.382 5.763 -1.047  C14 1.485, C16 1.497, O20 1.352, H24 1.090
16 C -5.035 4.513 -1.794  C15 1.497, O17 1.464, H25 1.090, H26 1.090
17 O -6.295 4.389 -2.529  C16 1.464, C18 1.274
18 C -7.249 4.966 -1.913  O17 1.274, O19 1.222, O20 1.321
19 O -8.434 4.771 -2.134  C18 1.222
20 O -6.734 5.801 -1.027  C15 1.352, C18 1.321
21 H -5.477 6.915 0.644  C14 1.090
22 H -3.891 6.200 0.493  C14 1.090
23 H -5.292 5.140 0.928  C14 1.090
24 H -4.969 6.569 -1.654  C15 1.090
25 H -4.806 3.684 -1.125  C16 1.090
26 H -4.251 4.729 -2.520  C16 1.090
27 C 7.783 0.633 -6.626  C28 1.566, H34 1.090, H35 1.090, H36 1.090
28 C 6.961 1.427 -5.556  C27 1.566, C29 1.482, O33 1.368, H37 1.090
29 C 5.547 1.798 -5.802  C28 1.482, O30 1.452, H38 1.090, H39 1.090
30 O 4.800 1.464 -4.603  C29 1.452, C31 1.389
31 C 5.686 0.806 -3.760  O30 1.389, O32 1.224, O33 1.392
32 O 5.376 0.336 -2.674  C31 1.224
33 O 6.885 0.632 -4.445  C28 1.368, C31 1.392
34 H 8.842 0.650 -6.368  C27 1.090
35 H 7.733 1.060 -7.628  C27 1.090
36 H 7.546 -0.414 -6.814  C27 1.090
37 H 7.511 2.340 -5.328  C28 1.090
38 H 5.054 1.353 -6.666  C29 1.090
39 H 5.486 2.880 -5.925  C29 1.090
40 Cl 5.008 6.382 -1.673  C41 1.753
41 C 3.503 6.567 -2.552  Cl40 1.753, C42 1.548, H44 1.090, H45 1.090
42 C 2.329 6.605 -1.545  C41 1.548, Cl43 1.803, H46 1.090, H47 1.090
43 Cl 0.710 6.277 -2.268  C42 1.803
44 H 3.504 5.691 -3.201  C41 1.090
45 H 3.641 7.475 -3.138  C41 1.090
46 H 2.298 7.588 -1.075  C42 1.090
47 H 2.413 5.844 -0.769  C42 1.090
48 Cl -0.073 1.092 6.828  C49 1.754
49 C -1.481 1.992 7.361  Cl48 1.754, C50 1.515, H52 1.090, H53 1.090
50 C -2.058 2.843 6.247  C49 1.515, Cl51 1.753, H54 1.090, H55 1.090
51 Cl -1.055 4.262 6.017  C50 1.753
52 H -1.289 2.594 8.249  C49 1.090
53 H -2.191 1.257 7.739  C49 1.090
54 H -3.038 3.214 6.546  C50 1.090
55 H -2.212 2.350 5.287  C50 1.090
56 Cl -0.714 1.675 0.699  C57 1.756
57 C 0.348 0.410 0.105  Cl56 1.756, C58 1.539, H60 1.090, H61 1.090
58 C 0.558 -0.759 1.083  C57 1.539, Cl59 1.733, H62 1.090, H63 1.090
59 Cl -0.893 -1.662 1.370  C58 1.733
60 H 1.297 0.899 -0.117  C57 1.090
61 H -0.148 0.014 -0.781  C57 1.090
62 H 0.953 -0.309 1.993  C58 1.090
63 H 1.289 -1.439 0.644  C58 1.090
64 Cl 5.601 5.370 5.367  C65 1.885
65 C 4.078 5.156 4.276  Cl64 1.885, C66 1.506, H68 1.090, H69 1.090
66 C 3.530 3.754 4.287  C65 1.506, Cl67 1.762, H70 1.090, H71 1.090
67 Cl 4.657 2.696 3.441  C66 1.762
68 H 4.362 5.409 3.254  C65 1.090
69 H 3.313 5.861 4.603  C65 1.090
70 H 2.535 3.613 3.866  C66 1.090
71 H 3.354 3.360 5.288  C66 1.090
72 Cl -1.492 -7.196 3.409  C73 1.773
73 C -0.960 -8.246 2.084  Cl72 1.773, C74 1.555, H76 1.090, H77 1.090
74 C 0.127 -7.461 1.297  C73 1.555, Cl75 1.772, H78 1.090, H79 1.090
75 Cl 0.636 -8.551 -0.004  C74 1.772
76 H -1.804 -8.488 1.439  C73 1.090
77 H -0.437 -9.084 2.545  C73 1.090
78 H 0.968 -7.180 1.932  C74 1.090
79 H -0.270 -6.610 0.744  C74 1.090
80 Cl 6.258 -6.732 -4.226  C81 1.797
81 C 6.403 -5.221 -3.264  Cl80 1.797, C82 1.586, H84 1.090, H85 1.090
82 C 5.291 -5.214 -2.133  C81 1.586, Cl83 1.810, H86 1.090, H87 1.090
83 Cl 5.966 -6.219 -0.788  C82 1.810
84 H 6.392 -4.374 -3.950  C81 1.090
85 H 7.388 -5.156 -2.803  C81 1.090
86 H 4.408 -5.702 -2.546  C82 1.090
87 H 4.968 -4.267 -1.700  C82 1.090
88 Cl -3.732 -4.583 -2.952  C89 1.740
89 C -4.637 -3.897 -4.270  Cl88 1.740, C90 1.540, H92 1.090, H93 1.090
90 C -4.739 -2.367 -4.410  C89 1.540, Cl91 1.797, H94 1.090, H95 1.090
91 Cl -5.987 -1.727 -3.286  C90 1.797
92 H -5.621 -4.365 -4.304  C89 1.090
93 H -4.152 -4.227 -5.189  C89 1.090
94 H -5.084 -2.040 -5.391  C90 1.090
95 H -3.844 -1.783 -4.192  C90 1.090
96 Cl 1.342 -2.349 -4.787  C97 1.728
97 C 0.776 -2.590 -6.402  Cl96 1.728, C98 1.516, H100 1.090, H101 1.090
98 C 0.763 -1.306 -7.207  C97 1.516, Cl99 1.789, H102 1.090, H103 1.090
99 Cl -0.157 -0.023 -6.366  C98 1.789
100 H -0.220 -2.994 -6.219  C97 1.090
101 H 1.437 -3.349 -6.821  C97 1.090
102 H 0.267 -1.332 -8.177  C98 1.090
103 H 1.785 -0.969 -7.382  C98 1.090

Computed properties:
- energy above the lowest of the compared OMol25 structures with the same formula, charge and spin (kJ/mol) = 431.6
- HOMO-LUMO gap (eV) = 10.5431
- HOMO energy (eV) = -10.59
- SMILES string = C[C@H]1COC(=O)O1.C[C@H]1COC(=O)O1.C[C@H]1COC(=O)O1.ClCCCl.ClCCCl.ClCCCl.ClCCCl.ClCCCl.ClCCCl.ClCCCl.ClCCCl

=====

Asked for maximum force across the records above, the calculation gives 0.054, 0.122 Eh/bohr in order.